Density functional theory data (the ωB97M-V functional and the def2-TZVPD basis) for a single C6H9N5 molecule in a non-equilibrium geometry.

Atoms and positions in Å:
1 C -2.7537 -0.7397 -0.0089
2 C -1.4581 -0.0784 0.6058
3 N -0.5746 0.3698 -0.4700
4 C -0.2151 1.8819 -0.4158
5 N 1.1652 2.1402 0.0643
6 C 1.6116 0.9339 0.0925
7 N 2.8632 0.5819 0.5024
8 C 3.2010 -0.6128 0.2757
9 N 2.4172 -1.6496 -0.2046
10 C 1.1647 -1.3811 -0.4446
11 N 0.7354 -0.1145 -0.3086
12 H -3.5989 -0.9337 0.6719
13 H -3.1560 -0.1674 -0.8699
14 H -2.4051 -1.7234 -0.3497
15 H -1.8067 0.6591 1.2465
16 H -0.7569 -0.7254 1.0565
17 H -0.9988 2.4944 0.1233
18 H -0.3178 2.2267 -1.5433
19 H 4.2259 -0.8517 0.6351
20 H 0.6576 -2.3104 -0.6584

The structure (SMILES) is CCN1CN=C2N=CN=CN21. The frontier orbital gap comes out at 8.9 eV. The energy relative to the best compared isomer or geometry (same formula, charge and spin) comes out at 264.71 kJ/mol. The molar mass is 151.173 g/mol. Its spin multiplicity is 1.



Density functional theory data (the ωB97M-V functional and the def2-TZVPD basis) for 2 unconnected molecules or ions with the total composition C4H11NO2 in a non-equilibrium geometry.

Atoms and positions in Å:
1 C 0.9172 0.5558 -0.6843
2 C 0.5621 -0.4555 -1.7701
3 N 1.6239 -0.9454 -2.4775
4 O -0.5757 -0.7804 -2.0153
5 H -0.0590 0.7174 -0.2403
6 H 1.3638 1.4107 -1.1767
7 H 1.7116 0.2150 -0.0215
8 H 1.5513 -1.6550 -3.1878
9 H 2.5834 -0.8478 -2.1654
10 C -0.3236 -0.6533 2.0917
11 C -1.3074 0.4494 2.5275
12 O -1.1212 1.6517 1.7199
13 H 0.4202 -0.1891 1.4403
14 H -0.7864 -1.3188 1.3550
15 H 0.0726 -1.2316 2.9260
16 H -2.3074 0.1905 2.2070
17 H -1.0802 0.7750 3.5367
18 H -0.3369 2.1230 1.9834

The structure (SMILES) is CC(N)=O.CCO. The frontier orbital gap comes out at 10.6 eV. The energy relative to the best compared isomer or geometry (same formula, charge and spin) comes out at 115.77 kJ/mol. The molar mass is 105.137 g/mol. Its spin multiplicity is 1.



Density functional theory data (the ωB97M-V functional and the def2-TZVPD basis) for a molecular structure, C28H22BiN5O2.

Atoms and positions in Å:
1 Bi -1.5181 -1.2639 0.0898
2 O 1.9453 -1.9154 6.2472
3 C 1.0706 -0.8266 6.1009
4 C 0.6333 -0.7554 4.6681
5 C -0.1178 0.3209 4.2027
6 C -0.5435 0.3251 2.8938
7 N -0.2396 -0.6591 2.0361
8 C 0.5600 -1.6577 2.4501
9 C 0.9877 -1.7470 3.7616
10 C 1.0819 -2.5509 1.3801
11 C 1.9962 -3.5556 1.6395
12 C 2.6144 -4.2098 0.5811
13 C 3.6127 -5.3024 0.8228
14 O 3.7328 -5.4994 2.2079
15 C 2.3084 -3.7948 -0.7120
16 C 1.3555 -2.8183 -0.8954
17 N 0.7233 -2.2241 0.1262
18 H 2.2623 -1.9620 7.1551
19 H 1.5408 0.1257 6.3705
20 H 0.1718 -0.9379 6.7207
21 H -0.3719 1.1525 4.8465
22 H -1.1265 1.1455 2.5025
23 H 1.6242 -2.5506 4.0958
24 H 2.2653 -3.8305 2.6469
25 H 4.5627 -5.0048 0.3631
26 H 3.2646 -6.2054 0.3072
27 H 4.3786 -6.1909 2.3864
28 H 2.8023 -4.2245 -1.5736
29 H 1.1029 -2.4756 -1.8868
30 N -0.6152 7.5631 -5.5124
31 C -0.7544 6.5831 -4.9314
32 C -0.9192 5.3567 -4.1997
33 C -1.7349 4.3485 -4.7063
34 C -1.8788 3.1652 -4.0036
35 C -1.2241 2.9958 -2.7853
36 C -0.4244 4.0169 -2.2709
37 C -0.2595 5.1912 -2.9835
38 C -1.3729 1.7477 -2.0014
39 C -0.9831 0.5367 -2.5859
40 C -0.5728 0.3257 -3.9137
41 C -0.5235 -1.0439 -4.1363
42 C -0.8608 -1.6442 -2.9312
43 N -1.1077 -0.7185 -1.9766
44 C -1.9977 1.8561 -0.7494
45 C -2.7440 2.9503 -0.2804
46 C -3.3870 2.5626 0.8889
47 C -3.0123 1.2470 1.1189
48 N -2.1631 0.8079 0.1580
49 H -2.2522 4.4959 -5.6440
50 H -2.5227 2.3854 -4.3893
51 H 0.0845 3.8848 -1.3251
52 H 0.3730 5.9810 -2.6032
53 H -0.3706 1.1047 -4.6303
54 H -0.2867 -1.5532 -5.0550
55 H -0.9532 -2.7014 -2.7239
56 H -2.8310 3.8987 -0.7852
57 H -4.0592 3.1468 1.4940
58 H -3.3267 0.6023 1.9291

The frontier orbital gap comes out at 6.9 eV. The energy relative to the best compared isomer or geometry (same formula, charge and spin) comes out at 0.00 kJ/mol. The molar mass is 669.497 g/mol. Its spin multiplicity is 1. As for the total charge: +2.



Density functional theory data (the ωB97M-V functional and the def2-TZVPD basis) for a molecular structure, C10H11N2 in a non-equilibrium geometry.

Atoms and positions in Å:
1 C 0.7645 -2.5404 -0.3109
2 C -0.4390 -2.0757 -0.8895
3 C 1.0606 -0.3659 0.6601
4 C -0.2731 1.4282 0.1220
5 C -2.5102 0.1703 -1.0616
6 C 1.4797 -1.6376 0.4983
7 C -1.3884 2.0934 -0.3315
8 C -0.8016 -0.7378 -0.7017
9 C 2.7121 -2.1193 1.2787
10 C -1.4706 3.5311 -0.4384
11 N 0.0316 0.1462 -0.0440
12 N -2.4971 1.3766 -0.8167
13 H 1.0139 -3.5337 -0.4531
14 H -0.9760 -2.7686 -1.3553
15 H 1.7330 0.2557 1.3118
16 H 0.6328 1.9891 0.4089
17 H -3.3597 -0.5473 -1.2355
18 H 2.1509 -2.4361 2.1390
19 H 3.4050 -1.2970 1.6213
20 H 3.2777 -2.9374 0.8546
21 H -0.6589 3.9496 -0.9859
22 H -1.5312 4.0951 0.5950
23 H -2.3559 3.9616 -0.8656

The frontier orbital gap comes out at 8.3 eV. The energy relative to the best compared isomer or geometry (same formula, charge and spin) comes out at 325.36 kJ/mol. The molar mass is 159.212 g/mol. Its spin multiplicity is 1. As for the total charge: +1.